[1]
Computed, not measured: 3 unconnected molecules or ions with the total composition C2H10O2S2, with ωB97M-V/def2-TZVPD.

Geometry (Å):
C1 1.648 1.318 -1.907
S1 1.028 2.079 -0.442
S2 2.823 2.606 0.392
C2 2.286 1.589 1.873
H1 1.346 0.360 -1.961
H2 2.686 1.367 -1.886
H3 1.362 1.821 -2.902
H4 1.934 0.591 1.578
H5 1.462 1.955 2.549
H6 3.242 1.548 2.496
O1 -6.457 -1.640 -1.218
H7 -5.661 -1.270 -1.732
H8 -6.225 -2.698 -0.973
O2 -0.366 -2.827 1.431
H9 -0.217 -3.586 2.028
H10 -0.892 -3.213 0.674

- calculated total energy (eV) = -28000.04693
- SMILES string = CSSC.O.O
- highest occupied orbital energy (eV) = -8.171

=====

[2]
Computed, not measured: a molecular structure, C35H40Br2F5NO15SSi, with ωB97M-V/def2-TZVPD.

Geometry (Å):
C1 3.526 0.490 3.140
C2 2.740 -0.380 2.237
C3 1.306 0.092 1.601
C4 1.275 0.099 -0.048
C5 2.171 1.433 -0.380
C6 2.887 1.430 -1.822
O1 4.143 1.446 -2.025
C7 1.997 -1.165 -0.713
O2 3.397 -1.343 -0.556
S1 0.997 -2.613 -0.081
O3 1.390 -3.056 1.336
O4 1.388 -3.794 -0.925
O5 -0.549 -2.105 0.006
C8 -1.025 -1.133 -0.995
C9 -0.745 -1.745 -2.450
Br1 -0.005 -0.774 -4.061
C10 -0.954 -3.142 -2.817
C11 -1.557 -4.241 -1.821
Br2 -0.534 -3.885 -4.632
C12 -2.644 -1.122 -0.711
F1 -3.318 0.131 -0.846
F2 -3.391 -1.866 -1.742
C13 -3.095 -1.765 0.679
C14 -4.557 -1.244 1.226
Si1 -6.062 -2.136 0.444
C15 -7.412 -2.307 1.834
C16 -5.655 -3.881 -0.275
C17 -6.738 -0.913 -0.916
C18 -6.389 -1.007 -2.441
C19 -6.960 0.075 -3.427
C20 -7.908 1.265 -2.975
C21 -8.230 1.317 -1.422
C22 -7.660 0.245 -0.391
C23 -0.287 0.268 -0.617
C24 -1.008 1.050 0.636
C25 -0.913 2.454 0.932
N1 -0.177 1.293 -1.670
C26 -1.220 1.778 -2.215
O6 -2.319 2.216 -2.657
H1 4.216 1.333 2.746
H2 3.375 0.317 4.275
H3 3.239 -1.390 1.993
H4 1.250 1.169 2.038
H5 0.557 -0.636 2.066
H6 3.068 1.530 0.361
H7 1.578 2.416 -0.179
H8 2.216 1.399 -2.772
H9 1.823 -1.083 -1.864
H10 3.783 -1.925 -1.262
H11 -2.324 -4.875 -2.427
H12 -2.122 -3.830 -0.918
H13 -0.774 -5.013 -1.445
H14 -3.202 -2.925 0.662
H15 -2.397 -1.547 1.582
H16 -4.635 -0.097 1.265
H17 -4.559 -1.575 2.346
H18 -7.654 -1.218 2.148
H19 -8.350 -2.852 1.424
H20 -7.011 -2.864 2.768
H21 -6.601 -4.264 -0.840
H22 -4.811 -3.874 -1.059
H23 -5.468 -4.679 0.551
H24 -5.709 -1.837 -2.834
H25 -6.676 0.029 -4.544
H26 -8.306 2.060 -3.702
H27 -8.885 2.193 -1.062
H28 -7.943 0.414 0.703
H29 -1.618 0.419 1.403
H30 -1.470 3.216 0.255
H31 -0.367 2.889 1.852
C27 7.119 1.994 -3.181
C28 7.936 0.843 -2.693
O7 9.240 1.381 -2.613
C29 9.068 2.708 -2.359
O8 9.934 3.437 -1.962
O9 7.787 3.107 -2.605
F3 7.942 -0.166 -3.597
H32 7.131 2.089 -4.271
H33 6.083 1.941 -2.845
H34 7.635 0.461 -1.713
C30 7.467 5.842 -0.442
C31 6.366 6.853 -0.454
O10 5.640 6.556 0.720
C32 6.553 6.029 1.585
O11 6.370 5.909 2.765
O12 7.701 5.664 0.947
F4 5.552 6.671 -1.521
H35 7.169 4.888 -0.885
H36 8.365 6.199 -0.948
H37 6.709 7.892 -0.422
C33 -0.159 -3.210 5.193
C34 -0.633 -2.141 6.123
O13 -1.296 -1.236 5.264
C35 -1.762 -1.993 4.234
O14 -2.599 -1.626 3.451
O15 -1.172 -3.219 4.199
F5 0.410 -1.501 6.701
H38 0.803 -2.970 4.729
H39 -0.079 -4.182 5.682
H40 -1.327 -2.491 6.894

- calculated total energy (eV) = -241511.78568
- highest occupied orbital energy (eV) = -7.541

=====

[3]
Computed, not measured: 10 unconnected molecules or ions with the total composition C16H24Cl27O2S, with ωB97M-V/def2-TZVPD.

Geometry (Å):
C1 -0.607 1.563 1.760
C2 -0.599 0.210 0.779
O1 0.751 -0.334 0.565
C3 1.233 -1.110 1.718
O2 0.452 -2.025 2.357
C4 2.784 -0.999 2.313
C5 3.312 0.541 2.503
C6 4.468 0.883 1.377
S1 3.814 1.784 -0.140
C7 5.229 2.767 -0.929
H1 -0.497 1.305 2.897
H2 0.254 2.251 1.334
H3 -1.631 2.143 1.617
H4 -1.041 0.599 -0.260
H5 -1.374 -0.538 1.235
H6 3.493 -1.495 1.493
H7 2.895 -1.593 3.342
H8 3.861 0.607 3.558
H9 2.477 1.360 2.517
H10 5.123 -0.070 1.128
H11 5.219 1.643 1.909
H12 2.905 2.759 0.338
H13 5.482 2.404 -2.029
H14 6.222 2.752 -0.281
H15 4.911 3.890 -1.019
C8 3.508 1.584 -4.788
Cl1 2.767 0.961 -3.304
Cl2 5.148 2.170 -4.466
Cl3 3.529 0.334 -6.044
H16 2.906 2.423 -5.147
C9 -0.311 1.476 -6.392
Cl4 -0.770 1.601 -4.685
Cl5 1.153 2.422 -6.713
Cl6 -0.070 -0.219 -6.849
H17 -1.124 1.884 -6.998
C10 -4.587 0.357 2.058
Cl7 -3.519 0.989 3.323
Cl8 -4.945 1.614 0.861
Cl9 -3.858 -1.056 1.277
H18 -5.527 0.048 2.523
C11 -7.213 4.006 3.405
Cl10 -8.298 3.812 2.018
Cl11 -8.113 3.855 4.924
Cl12 -5.900 2.818 3.340
H19 -6.775 5.007 3.363
C12 1.687 -0.785 6.440
Cl13 2.755 -0.153 7.705
Cl14 1.330 0.472 5.243
Cl15 2.416 -2.198 5.659
H20 0.748 -1.094 6.905
C13 9.150 3.535 -4.776
Cl16 8.165 3.482 -3.303
Cl17 10.206 2.115 -4.870
Cl18 8.117 3.637 -6.212
H21 9.777 4.429 -4.738
C14 -6.585 -3.312 3.528
Cl19 -5.002 -3.955 3.061
Cl20 -6.549 -1.541 3.574
Cl21 -7.841 -3.880 2.414
H22 -6.823 -3.678 4.530
C15 -2.512 -3.474 -1.812
Cl22 -3.597 -3.669 -3.200
Cl23 -3.412 -3.625 -0.294
Cl24 -1.199 -4.662 -1.878
H23 -2.074 -2.474 -1.855
C16 -5.132 -7.204 -3.587
Cl25 -6.216 -7.398 -4.974
Cl26 -6.032 -7.355 -2.068
Cl27 -3.819 -8.392 -3.652
H24 -4.694 -6.203 -3.629

- calculated total energy (eV) = -370003.96910
- charge = +1
- highest occupied orbital energy (eV) = -12.032

=====

[4]
Computed, not measured: 2 unconnected molecules or ions with the total composition C4H11N3O2, with ωB97M-V/def2-TZVPD.

Geometry (Å):
H1 -2.375 0.575 -0.993
N1 -1.508 0.470 -0.477
C1 -1.285 -0.186 0.579
N2 -0.130 -0.040 1.298
N3 -2.067 -1.246 1.037
C2 -2.775 -2.163 0.172
H2 -0.104 -0.525 2.173
H3 0.496 0.736 1.160
H4 -2.072 -1.484 2.010
H5 -2.157 -3.010 -0.145
H6 -2.997 -1.648 -0.760
H7 -3.722 -2.430 0.631
C3 3.514 1.369 -0.909
C4 2.088 1.659 -0.622
O1 1.659 2.269 0.332
O2 1.300 1.001 -1.460
H8 4.195 1.681 -0.114
H9 3.881 1.597 -1.909
H10 3.698 0.284 -0.818
H11 0.361 1.091 -1.184

- calculated total energy (eV) = -12892.14160
- SMILES string = [H]/N=C(/N)NC.CC(=O)O
- highest occupied orbital energy (eV) = -8.970

=====

[5]
Computed, not measured: a single C5H10O molecule, with ωB97M-V/def2-TZVPD.

Geometry (Å):
C1 -0.627 0.055 -1.887
C2 -0.672 0.419 -0.413
C3 -0.587 -0.762 0.587
C4 0.563 -0.040 1.326
O1 1.774 -0.749 1.462
C5 0.626 1.003 0.200
H1 -1.527 -0.491 -2.190
H2 0.240 -0.585 -2.092
H3 -0.543 0.946 -2.520
H4 -1.539 1.057 -0.209
H5 -0.218 -1.675 0.108
H6 -1.488 -0.990 1.166
H7 0.250 0.389 2.289
H8 1.636 -1.458 2.101
H9 0.607 2.055 0.501
H10 1.506 0.828 -0.429

- calculated total energy (eV) = -7393.87679
- SMILES string = C[C@H]1C[C@@H](O)C1
- highest occupied orbital energy (eV) = -9.862

=====

[6]
Computed, not measured: a molecular structure, C4H15NO3, with ωB97M-V/def2-TZVPD.

Geometry (Å):
C1 -0.073 -1.152 -0.282
C2 -0.893 -0.385 -1.019
C3 -1.315 -0.641 -2.429
O1 -1.345 2.479 0.688
C4 0.183 -1.005 1.172
N1 0.994 0.167 1.719
H1 4.786 -1.423 -0.636
H2 4.515 -1.125 -1.265
H3 -1.321 0.407 -0.353
H4 -2.277 -0.270 -2.531
H5 -0.716 -0.135 -3.116
H6 -1.290 -1.775 -2.569
H7 -1.696 3.322 0.849
H8 0.620 -1.896 1.519
H9 -0.783 -0.725 1.690
H10 0.323 0.981 1.867
H11 1.648 0.569 1.042
H12 -2.877 0.295 2.284
H13 -2.022 1.522 1.174
O2 -2.378 0.522 1.518
H14 2.973 1.530 -0.312
H15 0.431 -1.984 -0.832
O3 2.514 0.722 -0.178

- calculated total energy (eV) = -12013.21921
- highest occupied orbital energy (eV) = -8.982

=====

[7]
Computed, not measured: 2 unconnected molecules or ions with the total composition C10H17O4, with ωB97M-V/def2-TZVPD.

Geometry (Å):
C1 1.410 0.081 1.340
C2 -0.057 -0.420 -0.573
C3 -1.788 -0.224 1.988
C4 2.219 -0.988 2.155
C5 -1.806 -3.267 -1.057
C6 0.333 3.244 -1.879
C7 -0.410 2.720 0.363
C8 -0.372 -2.766 -1.031
C9 -0.053 0.870 -1.384
C10 -0.018 2.148 -0.963
O1 0.443 -0.751 0.556
O2 -1.640 0.773 2.464
O3 -0.374 -1.344 -1.369
O4 -1.985 -1.259 1.538
H1 0.894 0.578 2.113
H2 1.588 -1.711 2.721
H3 2.832 -0.414 2.858
H4 2.894 -1.451 1.439
H5 -2.415 -2.381 -0.760
H6 -2.025 -3.560 -2.071
H7 -1.795 -4.171 -0.412
H8 -0.442 3.927 -2.021
H9 1.181 3.798 -1.496
H10 0.592 2.840 -2.913
H11 -0.441 1.971 1.265
H12 -1.418 3.181 0.331
H13 0.314 3.418 0.554
H14 0.186 -3.134 -1.847
H15 0.153 -2.756 -0.083
H16 0.047 0.506 -2.420
H17 1.954 0.541 0.596

- calculated total energy (eV) = -18827.51520
- charge = +1
- highest occupied orbital energy (eV) = -13.889

=====

[8]
Computed, not measured: 2 unconnected molecules or ions with the total composition C10H23NO2, with ωB97M-V/def2-TZVPD.

Geometry (Å):
C1 0.825 17.226 -26.340
C2 -0.268 17.644 -27.377
C3 0.180 19.026 -27.906
C4 -0.267 16.545 -28.452
C5 -1.511 16.656 -29.331
C6 -2.805 16.558 -28.505
C7 -2.847 17.615 -27.405
C8 -3.210 19.014 -27.986
C9 -3.942 17.233 -26.381
N1 -1.563 17.622 -26.726
O1 -1.547 18.454 -25.571
H1 0.370 16.717 -25.490
H2 1.623 16.667 -26.825
H3 1.318 18.098 -25.903
H4 1.210 18.913 -28.259
H5 -0.384 19.208 -28.827
H6 0.138 19.871 -27.230
H7 0.614 16.700 -29.078
H8 -0.244 15.594 -27.923
H9 -1.457 17.636 -29.815
H10 -1.532 15.941 -30.155
H11 -3.026 15.565 -28.113
H12 -3.588 16.775 -29.239
H13 -4.082 18.976 -28.637
H14 -2.387 19.336 -28.630
H15 -3.196 19.769 -27.202
H16 -4.178 18.012 -25.662
H17 -3.763 16.246 -25.959
H18 -4.834 17.180 -27.019
H19 -1.870 17.848 -24.893
C10 -1.309 14.379 -25.365
O2 -1.926 13.180 -24.964
H20 -1.360 15.105 -24.539
H21 -0.224 14.357 -25.564
H22 -1.680 14.841 -26.284
H23 -2.338 13.319 -24.115

- calculated total energy (eV) = -16326.04621
- SMILES string = CC1(C)CCCC(C)(C)N1O.CO
- highest occupied orbital energy (eV) = -8.185